1.
Formula: C34H67NO12Rb3
Source: the OMol25 dataset
Level of theory: wB97M-V/def2-TZVPD

- orbital gap (hartree) = 0.1914
- spin multiplicity = 1
- total charge = +1
- M (g/mol) = 938.3
- LUMO (eV) = -3.607

The geometry in XYZ format:
```
117
Properties=species:S:1:pos:R:3:mulliken_charge:R:1
Rb -25.98444 20.90922 -11.77926 0.799
Rb -28.04647 24.19564 -13.70798 1.043
Rb -23.24134 23.78830 -14.08491 0.817
O -22.00081 22.06233 -9.54495 -0.523
C -22.79628 22.26162 -10.68644 0.634
O -23.01495 21.18828 -11.28692 -0.574
O -23.38583 23.32064 -10.97361 -0.731
H -22.02769 21.11470 -9.80365 0.361
C -26.04039 19.13674 -15.23927 -1.225
C -24.97431 20.18502 -15.66900 3.214
C -24.41552 19.86001 -17.03864 -2.369
C -25.25367 20.25511 -18.24950 -0.084
C -25.49914 21.76346 -18.15301 -0.494
C -26.26550 22.15018 -16.91225 2.116
N -25.52379 21.57672 -15.73360 0.737
O -26.01691 22.11984 -14.52555 -0.972
C -27.75875 21.66625 -17.04874 -0.722
C -26.42627 23.67792 -16.96514 -0.908
C -23.70881 20.20751 -14.71556 -0.997
H -26.76122 18.86528 -16.01039 0.208
H -26.59547 19.52651 -14.38589 -0.060
H -25.53768 18.24303 -14.86742 0.227
H -24.18716 18.78809 -17.05353 0.442
H -23.39348 20.24245 -17.13231 0.234
H -26.18955 19.70723 -18.10838 -0.099
H -24.76959 19.92282 -19.16645 0.089
H -26.08035 22.04700 -19.03264 -0.527
H -24.52270 22.25132 -18.10314 0.330
H -28.26790 21.86376 -17.99633 -0.051
H -28.43208 22.12046 -16.31433 0.306
H -28.00143 20.61026 -16.89827 -0.339
H -26.97021 24.20781 -16.18180 -0.639
H -26.82588 24.09983 -17.88569 -0.095
H -25.40059 24.06719 -16.93007 0.366
H -23.11270 21.01723 -15.13345 -0.036
H -23.07761 19.31753 -14.69751 0.112
H -23.95399 20.39262 -13.67096 -0.210
C -25.54853 18.69585 -22.55903 -0.572
C -26.61409 19.51397 -23.25917 0.759
O -27.61354 18.99668 -23.68750 -0.583
C -26.17255 20.94601 -23.57506 -0.860
H -24.70926 18.37572 -23.17658 0.445
H -26.12638 17.82830 -22.23806 0.312
H -25.10336 19.28677 -21.75701 -0.182
H -27.02046 21.59684 -23.35135 0.221
H -25.97832 20.88058 -24.64408 0.405
H -25.39300 21.26255 -22.88615 0.121
C -28.26044 23.60696 -20.43390 -0.370
C -27.51939 24.81656 -20.98370 0.496
O -28.05199 25.67326 -21.63512 -0.587
C -26.03756 24.82494 -20.70553 -0.720
H -27.76081 22.66560 -20.64399 -0.043
H -29.25633 23.73188 -20.85842 0.491
H -28.35741 23.80938 -19.36440 0.121
H -25.78143 25.20702 -19.71824 0.231
H -25.67495 25.51175 -21.47295 0.431
H -25.60966 23.83883 -20.88411 0.059
C -23.11417 16.33359 -18.80361 -0.602
C -21.76066 16.80967 -18.35836 0.542
O -21.07313 16.23685 -17.53992 -0.582
C -21.43446 18.26751 -18.68655 -0.085
H -23.49186 15.45854 -18.28076 0.320
H -23.21375 16.16378 -19.87744 0.362
H -23.74627 17.20620 -18.62612 -0.151
H -21.05767 18.39127 -19.70195 0.447
H -20.68988 18.62522 -17.97861 0.254
H -22.39068 18.76528 -18.54850 -0.392
C -23.32334 17.70185 -11.29803 -0.745
C -23.97320 17.00176 -12.46135 0.879
O -25.16119 17.19574 -12.57920 -0.561
C -23.17240 16.11173 -13.37245 -1.238
H -24.11739 18.20091 -10.74155 0.110
H -22.62045 18.43226 -11.70246 0.172
H -22.84839 16.94285 -10.67442 0.445
H -23.71442 16.17466 -14.32138 0.326
H -23.25715 15.05357 -13.12648 0.390
H -22.15578 16.42379 -13.60134 0.335
C -21.26188 22.43421 -18.97514 -0.307
C -21.94327 22.24616 -20.32009 0.649
O -22.67335 21.29387 -20.49411 -0.436
C -21.51104 23.16786 -21.41401 -1.539
H -21.87524 22.89623 -18.20357 0.233
H -20.31023 22.95074 -19.10796 0.476
H -21.00057 21.43787 -18.61555 -0.209
H -20.44199 23.04249 -21.59171 0.400
H -21.71924 24.19297 -21.10321 0.370
H -22.01918 22.93900 -22.34921 0.348
C -31.02152 19.82165 -12.36911 -1.299
C -29.64288 19.86955 -12.97200 0.486
O -28.69155 19.42246 -12.36632 -0.529
C -29.45179 20.42170 -14.37597 0.032
H -31.04311 20.24429 -11.36606 0.343
H -31.44433 18.82258 -12.47782 0.303
H -31.74711 20.43379 -12.91156 0.372
H -28.51886 20.99130 -14.41606 -0.194
H -30.29536 21.04428 -14.67016 0.483
H -29.27639 19.58887 -15.05762 0.081
C -19.07283 24.25779 -15.24885 -1.107
C -19.67554 22.94617 -15.78071 0.762
O -20.86694 22.69874 -15.67779 -0.353
C -18.77446 21.96804 -16.43978 -0.886
H -19.74494 24.51595 -14.43410 0.218
H -19.17721 24.94401 -16.09176 0.309
H -18.01776 24.15209 -15.01258 0.389
H -18.04915 21.45085 -15.81385 0.399
H -18.18758 22.55594 -17.15540 0.364
H -19.32295 21.27412 -17.07341 0.017
C -30.47190 18.84002 -18.64567 -0.833
C -29.66374 19.38112 -19.78305 0.792
O -29.94270 20.47821 -20.22061 -0.555
C -28.39860 18.62630 -20.19412 -0.612
H -31.54126 19.04967 -18.65667 0.374
H -30.07639 19.25091 -17.71498 -0.117
H -30.45881 17.74777 -18.63468 0.366
H -27.58077 19.33827 -20.31346 -0.190
H -28.55129 18.20570 -21.18891 0.480
H -28.14000 17.91585 -19.41139 0.336
```

---

2.
Formula: C34H67O13
Source: the OMol25 dataset
Level of theory: wB97M-V/def2-TZVPD

- orbital gap (hartree) = 0.2194
- spin multiplicity = 1
- total charge = -1
- M (g/mol) = 683.9
- LUMO (eV) = 1.607

The geometry in XYZ format:
```
114
Properties=species:S:1:pos:R:3:mulliken_charge:R:1
C 7.12161 -3.35600 1.00538 -0.812
O 7.23523 -2.38654 -0.00987 -0.279
C 8.54935 -1.98683 -0.32997 -0.389
C 8.86120 -0.54333 0.11018 -0.726
C 7.63329 0.28979 0.47542 -0.858
C 6.52612 0.38760 -0.59285 0.057
C 5.99832 1.81337 -0.82876 -1.006
C 4.47166 1.95606 -0.82237 -0.712
C 3.77039 1.34666 0.39243 -0.356
C 2.29647 1.74781 0.49332 -0.781
C 1.40490 0.93388 -0.47186 -0.971
C 0.69323 -0.26449 0.17814 0.237
C 0.76760 -1.55154 -0.64506 -0.747
C -0.16631 -2.64323 -0.11920 -0.404
C -0.41146 -3.80136 -1.10199 0.369
O -1.48526 -4.41747 -0.97750 -0.794
O 0.49257 -4.01018 -1.92834 -0.792
H 7.86135 -4.15174 0.88987 0.324
H 6.13168 -3.80197 0.92109 0.278
H 7.20626 -2.89568 1.99470 0.288
H 8.70055 -2.08626 -1.40764 0.116
H 9.26875 -2.66451 0.14294 0.468
H 9.43944 -0.03630 -0.66106 0.233
H 9.50484 -0.58132 0.99561 0.437
H 7.99802 1.30235 0.67709 0.445
H 7.22228 -0.06411 1.42307 0.165
H 5.72223 -0.28456 -0.30507 0.262
H 6.90749 -0.00031 -1.53337 0.299
H 6.43110 2.51396 -0.11083 0.475
H 6.35235 2.13662 -1.81236 0.272
H 4.05564 1.54416 -1.74368 0.320
H 4.23331 3.02564 -0.83446 0.307
H 4.32066 1.61141 1.29920 0.419
H 3.80259 0.25688 0.30916 0.099
H 2.18512 2.81612 0.30042 0.369
H 1.95385 1.54972 1.50859 0.272
H 0.66722 1.58881 -0.93994 0.428
H 2.02659 0.55610 -1.28753 0.446
H 1.12137 -0.43292 1.17109 0.344
H -0.36450 -0.04093 0.34476 -0.031
H 0.52320 -1.32539 -1.68462 0.341
H 1.78791 -1.93757 -0.64505 0.144
H 0.26611 -3.05765 0.79686 0.226
H -1.12419 -2.20188 0.16791 0.126
O -0.13452 -8.26680 -7.68519 -0.606
C -0.19840 -7.36336 -6.88700 0.704
O 0.35915 -7.51190 -5.68632 -0.369
C 0.47022 -6.42154 -4.73461 -0.476
C -0.76992 -6.21759 -3.90511 -0.173
C -0.94526 -6.08665 -7.20918 -0.867
H 0.77011 -5.51110 -5.25383 0.345
H 1.30295 -6.70758 -4.09639 0.303
H -1.63019 -5.94135 -4.51993 0.200
H -0.57962 -5.41960 -3.18086 -0.131
H -1.02592 -7.13030 -3.36582 0.306
H -1.99565 -6.23567 -6.96386 0.230
H -0.85824 -5.90570 -8.27802 0.298
H -0.58521 -5.21200 -6.67576 0.324
O -0.14787 1.71805 3.02203 -0.579
C -1.25253 1.80584 2.56624 0.884
O -1.68893 3.01797 2.15650 -0.403
C -2.90941 3.19040 1.43173 -0.615
C -4.11320 3.30037 2.34335 -0.560
C -2.17334 0.61020 2.47912 -1.154
H -3.02809 2.39900 0.69046 0.335
H -2.76843 4.12007 0.88121 0.389
H -4.27409 2.38649 2.91365 0.238
H -5.01674 3.49775 1.76714 0.127
H -3.97235 4.11327 3.05662 0.318
H -2.69561 0.50975 3.43020 0.351
H -1.55894 -0.27292 2.32311 0.343
H -2.90680 0.66207 1.67896 0.338
O -7.27203 3.24684 3.78083 -0.560
C -7.87661 4.06433 3.14426 0.763
O -7.55388 4.22586 1.84096 -0.367
C -8.30596 5.05742 0.95557 -0.411
C -7.85969 6.50358 1.01566 -0.962
C -8.93036 4.94511 3.77093 -0.569
H -9.37490 4.94880 1.14204 0.369
H -8.11290 4.64781 -0.03478 0.346
H -8.03248 6.93616 2.00110 0.261
H -8.40354 7.09765 0.28054 0.374
H -6.79334 6.57588 0.80184 0.285
H -8.43724 5.80405 4.22597 0.263
H -9.42918 4.36842 4.54200 -0.130
H -9.69506 5.29598 3.08317 0.342
O -11.50512 3.77446 5.46505 -0.586
C -11.29428 2.92400 6.28796 0.883
O -11.00642 1.68393 5.86080 -0.360
C -10.56036 0.63866 6.73135 -0.392
C -11.71631 -0.09871 7.37398 -0.953
C -11.39764 3.20230 7.76970 -1.103
H -9.85703 1.02842 7.46774 0.339
H -9.99979 -0.03217 6.08373 0.328
H -12.30252 0.55427 8.02121 0.270
H -11.34489 -0.93014 7.97315 0.352
H -12.38228 -0.49290 6.60676 0.301
H -12.43827 3.08206 8.06873 0.278
H -11.10568 4.23519 7.93903 0.298
H -10.77565 2.56261 8.39002 0.354
O 8.64809 0.10087 -3.09186 -0.466
C 9.06945 -0.23640 -4.16258 0.773
O 8.20243 -0.35529 -5.18574 -0.376
C 8.60762 -0.64039 -6.52545 -0.417
C 8.75191 -2.12786 -6.77107 -0.968
C 10.52157 -0.60825 -4.36577 -1.137
H 9.51535 -0.09015 -6.77880 0.353
H 7.80802 -0.23591 -7.14356 0.309
H 9.53975 -2.56318 -6.15587 0.272
H 8.99141 -2.31636 -7.81807 0.355
H 7.82052 -2.63848 -6.52891 0.304
H 10.64666 -1.65560 -4.09242 0.268
H 11.12037 -0.00072 -3.69238 0.337
H 10.88693 -0.46217 -5.37911 0.371
```

---

3.
Formula: C34H68O14
Source: the OMol25 dataset
Level of theory: wB97M-V/def2-TZVPD

- orbital gap (hartree) = 0.3118
- spin multiplicity = 1
- total charge = 0
- M (g/mol) = 700.9
- LUMO (eV) = 0.038
- energy above the lowest of the compared OMol25 structures with the same formula, charge and spin (kcal per mole) = 286.2

The geometry in XYZ format:
```
116
Properties=species:S:1:pos:R:3:mulliken_charge:R:1
O -4.93408 -2.23457 -0.86424 -0.720
C -3.80908 -2.11757 -0.38824 -0.123
O -3.13008 -3.11157 0.19776 -0.106
C -3.68508 -4.46957 0.21876 -0.435
C -2.77808 -5.20357 1.25776 -0.802
C -3.05608 -0.91657 -0.39524 1.181
H -3.65108 -4.80857 -0.72724 0.406
H -4.92508 -4.58257 0.59876 0.247
H -3.00008 -4.89057 2.30576 0.274
H -1.65308 -5.15557 1.08776 0.049
H -2.95708 -6.30057 1.18376 0.405
H -2.90708 -0.69057 0.46276 0.058
H -3.27008 -0.03657 -0.75624 -0.808
H -2.20308 -0.99657 -1.00124 0.442
O 3.40692 -4.53157 1.56376 -0.555
C 3.01092 -5.24957 2.47776 0.757
O 3.27092 -5.12857 3.79676 -0.326
C 3.77292 -3.83457 4.29476 0.539
C 3.72192 -3.95457 5.76676 -1.215
C 2.08592 -6.32857 2.12876 -0.759
H 3.28592 -2.95157 3.88676 -0.340
H 4.74492 -3.48957 3.92776 0.271
H 4.44692 -3.13857 6.27176 0.250
H 4.13792 -4.94557 5.89676 0.395
H 2.79192 -4.18357 6.22276 0.361
H 2.02192 -6.98357 2.99076 0.321
H 2.59792 -6.96657 1.23376 0.260
H 1.26192 -5.95757 1.50776 0.103
O -3.05308 0.42443 -5.35724 -0.693
C -3.09008 0.76943 -4.15624 0.348
O -4.11208 0.93443 -3.37824 -0.161
C -5.50308 0.74743 -3.78024 -1.085
C -6.37808 0.67443 -2.63124 -0.608
C -1.88008 1.33743 -3.57224 -0.670
H -5.60108 -0.15557 -4.21024 0.518
H -5.51808 1.43843 -4.36324 0.689
H -6.11208 -0.22757 -2.08424 0.032
H -7.33208 0.27343 -2.78624 0.548
H -6.35208 1.67943 -2.11524 0.246
H -1.86608 1.00743 -2.38124 -0.142
H -1.78608 2.40943 -3.65724 0.624
H -0.87808 1.14043 -4.02724 0.612
O 1.83292 -2.08357 -0.08124 -0.643
C 0.87992 -1.56057 0.57076 0.332
O 0.17192 -0.52057 0.27276 0.639
C 0.50892 0.31243 -0.78324 -1.171
C -0.07408 1.67743 -0.36924 0.321
C 0.29992 -2.46257 1.63876 0.948
H 0.19392 -0.01357 -1.73624 1.047
H 1.63992 0.48743 -0.84424 -0.061
H -1.09808 2.11543 -0.46524 -0.235
H 0.30092 2.42943 -1.00624 0.462
H 0.39692 2.18943 0.48076 -1.377
H -0.76108 -2.48957 1.39076 -0.102
H 0.56992 -2.02357 2.61376 -0.369
H 0.80292 -3.59557 1.66676 -0.736
C -0.23708 -0.20057 3.96676 1.204
C -0.90308 1.09043 3.60976 1.119
O -0.16508 2.10043 3.39976 -0.632
C -2.40008 1.16043 3.51076 -1.456
H -1.02208 -0.92357 3.44076 0.180
H 0.02392 -0.33757 5.08176 0.237
H 0.61292 -0.22457 3.54476 -1.519
H -2.83608 0.62543 2.62576 0.160
H -2.84708 2.04443 3.58776 0.508
H -2.59308 0.33243 4.22576 0.412
C -3.85408 4.56343 -0.96424 -1.382
C -4.03208 3.00043 -0.81424 0.389
O -3.70708 2.38843 0.30776 -0.578
C -4.37708 2.21743 -2.02724 -1.275
H -3.58408 5.09643 -0.07124 0.386
H -4.70008 5.01243 -1.37524 0.441
H -2.91408 4.59843 -1.50624 0.338
H -4.35108 1.07843 -1.48024 0.150
H -3.57708 2.17743 -2.72924 0.520
H -5.33708 2.40543 -2.20324 0.740
C 3.54392 4.05043 -3.48224 -1.363
C 2.40492 3.23843 -4.10624 0.181
O 2.28192 3.28543 -5.42024 -0.710
C 1.50592 2.37543 -3.21724 -0.403
H 3.14292 4.54843 -2.66624 0.296
H 4.14792 4.42343 -4.08424 0.650
H 4.39292 3.31043 -3.16824 0.221
H 1.78492 2.52743 -2.27624 0.100
H 1.53492 1.35843 -3.43524 -0.156
H 0.44292 2.50043 -3.30424 0.358
C 1.94692 3.16743 1.08876 -0.761
C 1.14892 4.08643 0.23576 0.232
O 1.69292 5.08443 -0.53824 -0.683
C -0.37808 4.00743 0.32676 -0.580
H 2.98792 3.27143 0.62176 0.394
H 1.70092 2.09043 1.21776 0.239
H 2.12392 3.63643 2.02576 0.652
H -0.91108 4.99143 0.26076 0.478
H -0.57608 3.72643 1.24776 0.337
H -0.63308 3.31543 -0.50624 0.541
C 4.63292 0.09343 4.12176 -1.437
C 3.53792 0.20243 3.03176 0.541
O 2.45592 -0.57757 3.24676 -0.374
C 3.58792 1.20743 1.99176 0.500
H 4.49392 -0.65157 4.80376 0.349
H 4.56592 1.25543 4.78976 0.263
H 5.61592 -0.13057 3.70576 0.363
H 3.42592 2.26443 2.33376 0.209
H 2.91692 0.89443 1.16776 -0.520
H 4.57492 1.01043 1.40276 0.345
C 4.21492 0.29043 -3.76924 -1.078
C 2.84492 -0.31557 -3.50224 1.163
O 1.78592 0.31743 -3.71424 -0.351
C 2.88792 -1.82157 -3.45924 -1.238
H 4.46692 0.35443 -4.76124 0.377
H 4.91192 -0.15057 -3.05324 0.408
H 4.07292 1.18943 -3.29824 0.106
H 3.19492 -2.08357 -2.35824 0.212
H 3.67892 -2.23057 -4.15324 0.393
H 1.84392 -2.07557 -3.47224 0.364
```

---

> Which value of LUMO does entry 1 give?

-3.607 eV